No. 1
Formula: C15H60N30O15
Source: the Open Molecules 2025 dataset
Level of theory: ωB97M-V/def2-TZVPD

Values from the calculation:
Total energy (eV): -91960.72150
HOMO energy (Eh): -0.29288
Relative energy (zero: lowest compared OMol25 entry of this formula, charge and spin) (eV): 1.8316
LUMO (eV): -0.33
Gap between HOMO and LUMO (hartree): 0.281

Each line ends with the Mulliken charge.
CARTESIAN COORDINATES (ANGSTROEM)
C  11.93  -28.87  20.99  0.581
O  11.91  -28.80  22.21  -0.728
N  11.27  -29.88  20.32  -0.414
N  12.68  -28.08  20.20  0.363
H  10.67  -30.51  20.80  0.233
H  11.63  -29.98  19.39  0.156
H  12.61  -28.24  19.21  0.166
H  13.24  -27.32  20.58  -0.447
C  15.14  -24.14  13.28  0.351
O  15.22  -23.58  12.17  -0.752
N  15.40  -25.45  13.44  -0.299
N  14.67  -23.58  14.41  0.035
H  15.27  -25.95  14.31  0.522
H  15.95  -25.85  12.69  0.198
H  14.43  -24.02  15.28  0.095
H  14.48  -22.61  14.24  0.157
C  10.77  -19.14  16.82  0.643
O  11.38  -18.24  16.23  -0.856
N  10.80  -20.42  16.45  0.134
N  10.05  -18.94  17.97  -0.251
H  11.48  -20.70  15.77  0.102
H  10.32  -21.10  17.05  0.211
H  9.28  -19.59  18.06  0.233
H  10.07  -18.12  18.55  0.085
C  18.84  -25.15  18.26  0.583
O  19.19  -23.99  18.38  -0.671
N  19.70  -26.17  18.00  -0.326
N  17.56  -25.57  18.51  -0.029
H  19.23  -27.04  17.84  0.100
H  20.70  -26.16  18.04  0.198
H  17.29  -26.48  18.16  0.130
H  16.87  -24.90  18.80  0.062
C  15.35  -27.49  16.92  0.150
O  15.26  -26.77  15.92  -0.753
N  16.37  -28.35  17.16  -0.403
N  14.36  -27.54  17.80  0.032
H  16.23  -28.97  17.94  0.118
H  17.11  -28.61  16.55  0.252
H  14.53  -27.88  18.73  0.207
H  13.74  -26.73  17.69  -0.047
C  14.74  -19.84  15.97  0.264
O  14.09  -20.83  15.54  -0.414
N  16.05  -19.95  16.24  -0.418
N  14.19  -18.62  15.94  -0.253
H  16.51  -20.84  16.25  0.233
H  16.58  -19.11  16.39  0.161
H  14.81  -17.86  16.17  0.220
H  13.18  -18.43  15.97  0.131
C  9.26  -26.47  18.58  0.592
O  8.74  -25.95  19.58  -0.690
N  8.73  -27.46  17.84  -0.472
N  10.46  -26.03  18.14  0.525
H  9.28  -28.00  17.20  0.165
H  7.96  -27.93  18.30  0.264
H  10.90  -26.31  17.29  0.091
H  10.80  -25.22  18.62  -0.534
C  11.18  -25.59  14.47  0.576
O  10.92  -24.42  14.73  -0.777
N  12.05  -26.34  15.19  -0.050
N  10.75  -26.24  13.37  -0.419
H  12.54  -25.81  15.90  -0.350
H  12.32  -27.30  15.11  0.194
H  10.15  -25.78  12.71  0.266
H  11.01  -27.19  13.21  0.123
C  15.41  -26.72  21.79  0.360
O  14.86  -26.35  20.74  -0.133
N  15.69  -25.95  22.86  -0.359
N  15.76  -28.01  21.93  -0.361
H  16.30  -26.29  23.58  0.172
H  15.40  -25.00  22.78  0.185
H  16.16  -28.33  22.80  0.147
H  15.58  -28.68  21.21  0.197
C  11.87  -25.09  22.19  0.879
O  12.66  -24.92  23.13  -0.786
N  11.69  -24.19  21.19  0.324
N  11.01  -26.13  22.14  -0.414
H  12.39  -23.50  20.99  -0.190
H  10.87  -24.35  20.62  -0.173
H  10.35  -26.22  21.38  0.081
H  11.19  -26.97  22.67  0.268
C  12.67  -18.79  19.81  0.530
O  12.02  -19.20  20.76  -0.655
N  13.82  -19.41  19.45  0.011
N  12.36  -17.66  19.10  -0.565
H  14.42  -18.89  18.82  0.154
H  14.13  -20.32  19.77  0.059
H  11.41  -17.35  19.20  0.269
H  12.68  -17.63  18.14  0.219
C  9.42  -22.15  19.38  0.449
O  9.40  -22.16  18.14  -0.839
N  8.51  -22.84  20.15  -0.361
N  10.09  -21.25  20.13  -0.166
H  8.39  -22.61  21.11  0.163
H  7.88  -23.36  19.54  0.272
H  10.13  -21.47  21.11  0.238
H  10.68  -20.56  19.71  0.056
C  13.35  -23.90  18.34  -1.440
O  13.04  -24.87  17.62  0.909
N  12.77  -22.70  18.28  1.525
N  14.23  -24.10  19.34  1.230
H  12.95  -21.98  18.95  -0.577
H  12.29  -22.54  17.41  -0.377
H  14.57  -25.05  19.46  -0.466
H  14.26  -23.48  20.14  -0.282
C  11.78  -21.39  12.86  0.530
O  10.87  -21.75  12.12  -0.737
N  12.10  -22.07  13.99  0.411
N  12.37  -20.17  12.81  -0.266
H  12.86  -21.79  14.58  -0.466
H  11.55  -22.87  14.26  0.193
H  13.02  -19.92  13.54  0.171
H  12.43  -19.70  11.92  0.230
C  14.74  -21.73  21.84  0.457
O  13.99  -21.83  20.86  -0.627
N  15.84  -20.97  21.95  -0.409
N  14.56  -22.58  22.91  -0.267
H  16.04  -20.88  22.93  0.187
H  16.13  -20.27  21.29  0.261
H  15.17  -22.65  23.70  0.203
H  13.77  -23.21  22.88  0.025


No. 2
Formula: C15H60O15
Source: the Open Molecules 2025 dataset
Level of theory: ωB97M-V/def2-TZVPD

Values from the calculation:
Total energy (eV): -47225.95132
2S+1: 2
HOMO energy (spin up / spin down) (Eh): -0.44315 / -0.44315
Relative energy (zero: lowest compared OMol25 entry of this formula, charge and spin) (eV): 3.7757
LUMO (spin up / spin down) (eV): -2.31 / -9.02
Gap between HOMO and LUMO (spin up / spin down) (hartree): 0.358 / 0.112
Net charge: +1
Expectation value of S²: 0.754

Each line ends with the Mulliken spin population.
CARTESIAN COORDINATES (ANGSTROEM)
C  3.49  -1.64  -3.01  0.000
O  4.86  -2.02  -2.76  0.000
H  3.35  -1.62  -4.09  0.000
H  2.83  -2.32  -2.47  0.000
H  3.33  -0.65  -2.59  0.000
H  5.39  -1.41  -3.27  0.000
C  3.39  -1.93  0.79  0.000
O  3.15  -0.72  1.46  0.000
H  4.16  -1.75  0.04  0.000
H  3.74  -2.73  1.45  0.000
H  2.49  -2.22  0.23  0.000
H  2.59  -0.94  2.21  0.000
C  1.68  -2.43  4.35  0.000
O  1.32  -1.44  3.41  0.000
H  1.47  -3.42  3.94  0.000
H  2.74  -2.46  4.61  0.000
H  1.11  -2.39  5.28  0.000
H  0.37  -1.43  3.31  0.000
C  0.85  -4.44  0.49  0.000
O  -0.17  -3.81  -0.31  0.002
H  1.10  -3.98  1.45  0.000
H  0.71  -5.51  0.65  0.000
H  1.75  -4.44  -0.13  0.000
H  0.06  -2.88  -0.40  -0.001
C  0.16  3.78  -0.54  0.000
O  -0.51  3.31  -1.71  0.000
H  -0.58  4.45  -0.09  0.000
H  0.32  2.98  0.19  0.000
H  1.09  4.31  -0.72  0.000
H  0.01  2.74  -2.27  0.000
C  -1.98  -0.88  4.53  0.000
O  -1.31  -0.97  3.27  -0.001
H  -2.18  0.17  4.71  0.000
H  -2.93  -1.42  4.57  0.000
H  -1.39  -1.33  5.34  0.000
H  -1.78  -0.35  2.71  0.005
C  -4.25  0.83  2.47  0.000
O  -3.02  0.57  1.74  0.021
H  -4.12  0.88  3.55  0.000
H  -4.76  1.78  2.28  0.001
H  -5.05  0.14  2.18  0.001
H  -3.18  0.87  0.84  0.002
C  -3.31  -2.63  0.75  0.104
O  -2.84  -3.34  -0.38  0.757
H  -3.19  -1.55  0.61  0.063
H  -4.37  -2.77  0.93  0.020
H  -2.79  -2.89  1.67  0.012
H  -1.89  -3.46  -0.30  -0.015
C  2.75  2.40  -3.54  0.000
O  1.79  2.00  -2.63  0.000
H  2.35  2.99  -4.37  0.000
H  3.49  3.00  -3.00  0.000
H  3.32  1.55  -3.91  0.000
H  2.21  1.76  -1.80  0.000
C  -1.01  2.64  2.96  0.000
O  -0.77  3.95  2.47  0.000
H  -2.09  2.52  3.02  0.000
H  -0.58  1.93  2.24  0.000
H  -0.52  2.45  3.92  0.000
H  0.18  4.12  2.51  0.000
C  3.87  2.42  0.14  0.000
O  3.18  1.27  -0.37  0.000
H  3.33  2.96  0.92  0.000
H  4.79  2.14  0.65  0.000
H  4.06  3.13  -0.68  0.000
H  3.21  0.56  0.27  0.000
C  -3.38  3.28  -0.10  0.000
O  -2.79  2.16  -0.76  0.001
H  -4.44  3.23  0.15  0.000
H  -2.79  3.57  0.76  0.000
H  -3.23  4.18  -0.70  0.000
H  -1.88  2.42  -0.93  0.000
C  -2.88  -0.84  -2.62  -0.012
O  -3.89  -1.40  -3.51  0.011
H  -2.05  -1.55  -2.61  0.006
H  -2.55  0.15  -2.92  0.003
H  -3.26  -0.81  -1.60  0.014
H  -4.72  -0.95  -3.36  0.000
C  0.38  -0.40  -5.01  0.000
O  0.45  -0.23  -3.64  0.000
H  1.26  0.00  -5.52  0.000
H  0.12  -1.43  -5.28  0.000
H  -0.42  0.23  -5.39  0.000
H  0.87  0.61  -3.44  0.000
C  -0.17  -0.29  -0.20  -0.005
O  0.49  -1.23  -1.08  0.006
H  -1.17  -0.69  -0.03  0.007
H  0.45  -0.21  0.69  0.000
H  -0.17  0.68  -0.70  0.000
H  0.27  -0.92  -1.96  -0.001


No. 3
Formula: C15H76IO31PS
Source: the Open Molecules 2025 dataset
Level of theory: ωB97M-V/def2-TZVPD

Values from the calculation:
Total energy (eV): -108485.33520
HOMO energy (Eh): -0.34732
Relative energy (zero: lowest compared OMol25 entry of this formula, charge and spin) (eV): 0.0000
LUMO (eV): -0.31
Gap between HOMO and LUMO (hartree): 0.336

Each line ends with the Mulliken charge.
CARTESIAN COORDINATES (ANGSTROEM)
C  -0.19  1.34  5.06  -0.990
C  -1.64  1.32  4.65  -0.805
C  -1.90  1.36  3.18  -0.328
O  -1.42  0.20  2.51  -0.009
C  -0.12  0.22  2.07  -1.994
C  0.15  -0.80  0.98  0.671
C  -0.78  -0.81  -0.23  -1.955
C  -0.96  0.56  -0.84  -1.553
C  -2.37  1.06  -0.64  -1.464
C  -2.43  2.55  -0.67  -2.313
I  -2.05  3.32  -2.64  0.065
C  -0.31  -1.88  -1.23  2.885
C  1.05  -1.62  -1.87  -1.968
C  1.04  -0.68  -3.06  -1.028
C  1.75  0.60  -2.66  -0.633
C  1.39  1.77  -3.54  -0.722
O  1.08  2.88  -2.77  -0.701
P  -1.59  -2.23  -2.47  0.299
O  -2.65  -2.97  -1.81  -0.966
O  -2.23  -0.92  -3.09  -0.288
O  -1.00  -3.16  -3.62  -0.637
C  -0.15  -3.24  -0.50  -2.135
O  -0.83  -3.31  0.74  -0.869
S  0.01  -2.42  1.78  1.313
O  1.31  -2.97  1.98  -0.637
O  -0.67  -2.36  3.00  -0.708
H  0.36  2.03  4.50  0.478
H  -0.08  1.52  6.09  0.695
H  0.28  0.42  4.87  -0.314
H  -2.08  2.19  5.06  0.470
H  -2.13  0.48  5.09  0.398
H  -1.55  2.28  2.76  0.532
H  -2.96  1.35  3.07  -0.079
H  0.48  -0.08  2.88  0.484
H  0.25  1.18  1.78  1.002
H  1.15  -0.69  0.70  0.626
H  -1.72  -1.13  0.12  0.975
H  -0.33  1.29  -0.40  1.892
H  -0.82  0.59  -1.88  0.813
H  -2.91  0.71  -1.47  0.015
H  -2.82  0.70  0.25  1.554
H  -3.41  2.83  -0.47  0.829
H  -1.76  2.94  0.04  0.783
H  1.79  -1.33  -1.17  0.474
H  1.37  -2.56  -2.24  0.993
H  1.64  -1.08  -3.81  0.722
H  0.08  -0.39  -3.39  0.458
H  1.57  0.80  -1.64  0.324
H  2.79  0.42  -2.74  0.731
H  2.25  2.04  -4.07  0.184
H  0.61  1.56  -4.22  0.306
H  0.49  2.61  -2.10  0.242
H  -2.67  -1.17  -3.88  0.446
H  -1.39  -4.03  -3.59  0.342
H  0.86  -3.49  -0.42  0.527
H  -0.58  -3.99  -1.10  0.797
O  -0.55  4.36  4.79  -0.587
H  -0.45  4.34  5.74  0.298
H  0.21  4.84  4.48  0.279
O  -5.26  -3.75  -2.91  -0.641
H  -5.08  -4.60  -3.32  0.338
H  -4.43  -3.53  -2.46  0.414
O  1.49  -1.17  4.74  -0.523
H  2.39  -1.16  4.43  0.174
H  1.28  -2.10  4.79  0.171
O  3.49  -4.30  -0.65  -0.626
H  3.11  -3.74  0.04  0.299
H  3.58  -5.15  -0.23  0.312
O  5.07  1.43  -2.33  -0.556
H  5.15  1.61  -1.39  0.284
H  5.93  1.67  -2.68  0.267
O  3.60  5.22  0.74  -0.628
H  2.78  5.31  0.26  0.302
H  3.79  6.11  1.06  0.316
O  -5.37  0.15  -0.45  -0.600
H  -5.53  -0.53  0.20  0.295
H  -4.78  -0.27  -1.09  0.297
O  -0.28  -2.48  6.91  -0.686
H  -0.50  -3.21  6.33  0.310
H  -0.12  -1.75  6.31  0.355
O  5.13  7.28  2.65  -0.595
H  5.25  7.19  3.60  0.308
H  5.90  7.77  2.36  0.291
O  -3.31  -3.33  -6.02  -0.614
H  -4.04  -3.42  -5.41  0.344
H  -2.53  -3.36  -5.45  0.322
O  -6.88  -3.58  -5.78  -0.643
H  -7.75  -3.34  -5.48  0.291
H  -6.38  -3.70  -4.97  0.341
O  -0.85  -5.94  -4.58  -0.564
H  -0.58  -5.74  -5.48  0.287
H  -0.44  -6.78  -4.39  0.268
O  -4.81  1.24  2.32  -0.624
H  -5.12  0.38  2.61  0.272
H  -5.50  1.54  1.73  0.264
O  2.91  1.26  5.30  -0.522
H  3.02  0.43  5.77  0.228
H  3.50  1.19  4.54  0.312
O  4.46  2.32  -5.76  -0.609
H  4.53  2.51  -4.82  0.289
H  5.32  2.56  -6.11  0.293
O  -3.32  5.94  -0.03  -0.618
H  -3.49  5.28  0.65  0.326
H  -2.74  5.49  -0.65  0.298
O  5.19  3.13  4.66  -0.674
H  5.29  3.41  3.75  0.335
H  4.31  3.43  4.90  0.306
O  -0.01  -6.08  1.06  -0.687
H  0.73  -5.92  1.64  0.313
H  -0.43  -5.21  0.98  0.492
O  1.88  -0.88  -6.31  -0.558
H  1.53  -1.66  -6.75  0.270
H  2.21  -0.34  -7.03  0.279
O  -4.29  -6.33  -1.78  -0.600
H  -5.00  -6.39  -1.15  0.304
H  -3.50  -6.32  -1.23  0.307
O  6.69  5.45  4.58  -0.577
H  6.81  4.61  5.03  0.312
H  7.27  5.38  3.82  0.299
O  3.09  -3.30  4.69  -0.540
H  3.21  -4.12  5.17  0.262
H  3.66  -3.39  3.92  0.255
O  -1.12  6.15  -4.62  -0.640
H  -1.50  6.77  -4.00  0.328
H  -1.12  5.32  -4.14  0.177


Q: total energy of number 3 (C15H76IO31PS)?
A: -108485.33520 eV